10
Properties=species:S:1:pos:R:3:forces:R:3:nbo_charge:R:1 method="wB97M-V/def2-TZVPD" lumo_energy_ev=-0.666 energy_ev=-17997.46671 charge=0 e_above_lowest_kcal_mol=119.7 orbital_gap_ev=8.00 homo_energy_ev=-8.67
C 1.3531 -1.3214 -0.1876 2.7 3.4 -0.7 -0.6610
C -1.6878 0.8397 0.4178 -2.0 0.6 -4.2 -0.4462
N -0.1931 0.4469 -1.4505 -0.8 -0.2 -0.2 -0.0623
N -0.9255 0.5634 -0.5940 0.1 1.1 -0.1 0.0579
O 1.3609 0.9019 1.1450 0.4 0.1 -0.6 -0.9072
S 2.1118 0.1884 0.0822 -1.6 -3.3 0.7 1.1359
H 0.3572 -1.3720 0.1276 -1.1 -0.6 0.9 0.2114
H 1.6872 -1.9283 -1.0177 0.3 -0.1 0.1 0.2261
H -2.7254 1.0977 0.1719 0.7 -0.1 0.3 0.2235
H -1.3383 0.5838 1.3054 1.4 -0.9 3.9 0.2219